[1]
A molecular structure, C20H17AuN3O8 in a non-equilibrium geometry. Source: the Open Molecules 2025 dataset; level of theory: the ωB97M-V functional and the def2-TZVPD basis.

Cartesian coordinates (Å):
Au 0.113 0.873 0.015
O 2.229 0.812 0.079
C 3.010 1.775 0.038
C 2.739 3.166 -0.024
C 3.827 4.054 -0.018
C 3.623 5.403 -0.051
C 2.325 5.939 -0.075
C 1.249 5.099 -0.100
C 1.405 3.682 -0.099
O 0.338 2.968 -0.169
N 4.781 6.297 -0.079
O 5.881 5.781 -0.052
O 4.558 7.488 -0.134
H 4.079 1.529 0.074
H 4.845 3.688 0.011
H 2.204 7.013 -0.075
H 0.235 5.475 -0.118
C -4.946 -1.165 0.098
C -3.959 -0.058 0.046
C -4.150 1.310 -0.064
C -2.884 1.899 -0.086
N -1.973 0.922 0.004
N -2.635 -0.250 0.081
C -2.561 3.346 -0.167
H -5.954 -0.760 0.071
H -4.829 -1.750 1.010
H -4.818 -1.827 -0.758
H -5.091 1.826 -0.123
H -2.096 -1.096 0.227
H -3.478 3.923 -0.250
H -1.924 3.549 -1.025
H -2.020 3.660 0.725
O 0.817 -1.556 -1.472
C 0.342 -1.946 -0.424
O -0.208 -1.175 0.479
C 0.339 -3.406 -0.056
C 0.339 -3.749 1.297
C 0.335 -5.074 1.715
C 0.343 -6.030 0.724
O 0.349 -7.374 0.843
C 0.360 -7.909 -0.473
O 0.357 -6.820 -1.381
C 0.357 -5.685 -0.639
C 0.365 -4.379 -1.057
H 0.336 -2.950 2.024
H 0.336 -5.351 2.759
H -0.525 -8.535 -0.626
H 1.255 -8.521 -0.620
H 0.384 -4.112 -2.104

## Properties
Gap between HOMO and LUMO (alpha / beta) (eV): 4.317 / 4.318
HOMO (alpha / beta) (eV): -10.565 / -10.566
Charge: +1

These are the natural (NBO) partial charges, in e, on atoms 1 to 2:
1 Au 1.4904
2 O -0.5836

***

[2]
A molecular structure, C22H49CaCl2FN8NaO9PS2 in a non-equilibrium geometry. Source: the Open Molecules 2025 dataset; level of theory: the ωB97M-V functional and the def2-TZVPD basis.

Cartesian coordinates (Å):
C 1.071 -0.403 3.739
N 0.497 -0.259 2.367
C 1.488 0.050 1.325
C 1.828 -1.282 0.550
C 3.289 -1.464 -0.120
P 4.757 -1.590 1.025
O 5.689 -0.250 0.773
O 5.699 -2.852 0.558
S 4.279 -1.634 2.911
C 3.040 -2.670 -1.127
N 1.564 -2.971 -1.099
N 1.462 -4.031 -0.099
C 0.975 -3.657 -2.337
C 2.055 -4.190 -3.320
C 1.318 -4.894 -4.509
C 2.253 -5.995 -5.095
N 3.664 -5.553 -5.052
C 0.984 -1.641 -0.689
Cl 1.277 -0.554 -2.118
C -0.619 -1.580 -0.536
N -1.282 -0.748 -1.519
C -1.779 0.500 -0.942
H 0.346 0.047 4.443
H 2.067 0.064 3.877
H 1.078 -1.487 3.989
H 0.054 -1.149 2.173
H 1.150 0.815 0.601
H 2.441 0.425 1.751
H 1.897 -2.017 1.378
H 3.462 -0.478 -0.606
H 5.459 0.069 -0.124
H 6.141 -2.536 -0.256
H 3.427 -2.232 -2.063
H 3.703 -3.548 -1.030
H 2.266 -4.002 0.531
H 0.664 -3.774 0.490
H 0.215 -3.043 -2.854
H 0.443 -4.558 -1.986
H 2.660 -3.364 -3.718
H 2.659 -4.934 -2.774
H 0.384 -5.389 -4.178
H 1.057 -4.155 -5.284
H 1.933 -6.212 -6.134
H 2.190 -6.948 -4.538
H 4.196 -6.299 -5.496
H 3.758 -4.726 -5.643
H -0.912 -1.197 0.459
H -1.006 -2.621 -0.634
H -2.026 -1.296 -1.936
H -2.225 0.393 0.070
H -2.518 1.015 -1.583
H -0.946 1.225 -0.828
F -4.706 2.203 -1.637
C -5.428 1.896 -0.554
C -5.538 0.578 -0.180
C -6.280 0.241 0.945
C -6.918 1.242 1.670
C -6.801 2.575 1.273
C -6.041 2.903 0.156
H -5.040 -0.178 -0.776
H -6.363 -0.794 1.253
H -7.504 0.986 2.544
H -7.299 3.354 1.835
H -5.906 3.942 -0.198
O -4.768 4.921 -5.431
S -4.758 4.135 -4.210
O -3.496 4.259 -3.481
O -5.116 2.741 -4.447
O -5.889 4.779 -3.335
C 0.132 3.599 6.591
N -0.172 2.701 5.440
O 0.276 3.014 4.363
O -0.848 1.725 5.683
H 0.747 4.432 6.235
H -0.822 3.954 6.988
H 0.672 3.015 7.333
C 1.536 5.478 2.908
O 2.149 5.684 3.949
N 1.960 5.826 1.687
C 1.180 5.551 0.492
C 3.242 6.501 1.554
H 0.557 4.973 2.898
H 1.761 4.915 -0.179
H 0.948 6.490 -0.012
H 0.250 5.045 0.746
H 4.030 5.865 1.958
H 3.223 7.431 2.124
H 3.446 6.718 0.509
N -2.252 -4.923 -1.745
H -3.104 -4.663 -1.237
H -2.219 -5.941 -1.856
H -2.257 -4.479 -2.669
H -1.432 -4.610 -1.221
Na -0.614 6.024 7.212
Cl -6.594 4.894 -1.669
Ca 4.527 0.579 3.705

## Properties
Gap between HOMO and LUMO (eV): 1.793
HOMO (eV): -8.384
Charge: +2

These are the Mulliken partial charges, in e, on atoms 1 to 2:
1 C -0.0620
2 N -0.1809

***

[3]
A molecular structure, C12H16HoN2S3Se in a non-equilibrium geometry. Source: the Open Molecules 2025 dataset; level of theory: the ωB97M-V functional and the def2-TZVPD basis.

Cartesian coordinates (Å):
Ho 0.358 -0.344 -0.235
C -1.430 -1.919 -0.937
C 0.009 -2.563 -0.636
S 1.618 -2.158 -1.752
C 1.231 -2.005 -3.531
C 0.206 -0.962 -3.897
S 0.227 0.517 -2.759
C -1.476 1.088 -2.976
C -2.645 0.530 -2.156
S -2.374 -0.246 -0.414
H -2.058 -2.657 -0.338
H -1.616 -1.999 -1.996
H -0.156 -3.620 -0.757
H 0.305 -2.389 0.441
H 0.971 -2.993 -3.997
H 2.165 -1.605 -3.971
H -0.822 -1.391 -3.854
H 0.553 -0.509 -4.869
H -1.555 1.020 -4.059
H -1.397 2.153 -2.815
H -3.329 -0.137 -2.622
H -3.173 1.432 -1.809
Se 2.030 -0.880 2.016
N 1.394 0.803 1.457
C 1.087 1.406 2.646
C 0.966 2.765 2.910
C 1.171 3.158 4.221
C 0.920 2.284 5.298
C 0.703 0.945 5.110
C 0.870 0.458 3.814
N 1.055 -0.857 3.621
H 0.920 3.547 2.149
H 1.516 4.185 4.421
H 0.995 2.658 6.328
H 0.763 0.282 5.946

## Properties
Multiplicity: 5
Gap between HOMO and LUMO (alpha / beta) (eV): 6.778 / 6.831
HOMO (alpha / beta) (eV): -18.280 / -18.280
Charge: +3
<S²>: 6.004

These are the natural (NBO) partial charges, in e, on atoms 1 to 2:
1 Ho 1.4726
2 C -0.6373

***

[4]
A molecular structure, C16H10BrFSe4V. Source: the Open Molecules 2025 dataset; level of theory: the ωB97M-V functional and the def2-TZVPD basis.

Cartesian coordinates (Å):
V -0.548 1.048 -1.845
Br 2.080 1.344 -1.737
C 2.023 1.135 0.186
C 3.229 1.135 0.818
C 3.260 1.024 2.220
C 2.092 0.928 2.920
C 0.839 0.925 2.265
C -0.366 0.837 3.001
C -1.569 0.843 2.360
C -1.629 0.921 0.952
C -0.490 1.004 0.197
C 0.777 1.020 0.845
H 4.148 1.229 0.256
H 4.213 1.025 2.730
H 2.106 0.853 4.000
H -0.309 0.767 4.080
H -2.491 0.783 2.925
H -2.600 0.920 0.473
Se -2.725 1.020 -2.812
Se -3.580 3.199 -2.904
Se -2.574 4.051 -1.003
Se -0.370 3.513 -1.546
F -0.604 -5.139 -1.771
C -0.549 -3.795 -1.722
C 0.628 -3.161 -2.058
C 0.669 -1.773 -2.005
C -0.438 -1.003 -1.627
C -1.597 -1.711 -1.271
C -1.672 -3.092 -1.325
H 1.489 -3.747 -2.351
H 1.604 -1.298 -2.275
H -2.473 -1.176 -0.920
H -2.574 -3.626 -1.056

## Properties
Multiplicity: 2
Gap between HOMO and LUMO (alpha / beta) (eV): 5.772 / 6.995
HOMO (alpha / beta) (eV): -7.878 / -7.918
<S²>: 0.985

These are the natural (NBO) partial charges, in e, on atoms 1 to 2:
1 V 0.8538
2 Br 0.2016

***

[5]
A molecular structure, C44H52BrFN6O7Sb2Ti in a non-equilibrium geometry. Source: the Open Molecules 2025 dataset; level of theory: the ωB97M-V functional and the def2-TZVPD basis.

Cartesian coordinates (Å):
Ti -12.573 -3.273 21.803
O -9.952 -0.705 21.436
C -10.401 -0.016 20.361
C -10.176 1.357 20.316
C -10.752 2.152 19.320
C -11.390 1.587 18.229
C -11.506 0.231 18.190
C -11.098 -0.599 19.281
C -11.462 -2.110 19.389
O -12.517 -2.251 20.279
N -10.332 -2.922 19.885
N -10.809 -4.126 20.443
C -10.117 -5.153 20.356
C -10.430 -6.435 20.957
Br -10.766 -6.435 22.832
C -10.455 -7.557 20.271
C -10.293 -7.649 18.812
C -9.411 -8.545 18.201
C -9.275 -8.580 16.818
C -10.108 -7.809 15.968
C -10.929 -6.887 16.554
C -11.026 -6.832 17.952
H -9.810 -1.653 21.236
H -9.673 1.789 21.133
H -10.601 3.219 19.335
H -11.756 2.179 17.401
H -12.060 -0.258 17.388
H -11.726 -2.566 18.396
H -9.625 -3.106 19.120
H -9.234 -5.176 19.725
H -10.596 -8.487 20.846
H -8.821 -9.238 18.825
H -8.578 -9.218 16.278
H -10.063 -7.944 14.883
H -11.505 -6.132 15.987
H -11.746 -6.177 18.398
C -12.557 0.165 24.535
Sb -13.568 -0.825 22.854
C -15.593 -0.649 23.515
C -13.443 0.528 21.230
C -14.524 1.581 21.253
C -14.607 2.527 22.267
C -15.577 3.476 22.307
C -16.505 3.590 21.261
C -16.414 2.640 20.249
C -15.468 1.630 20.240
C -15.425 0.646 19.047
Sb -16.222 -1.333 19.468
C -15.386 -2.147 17.646
C -18.043 -0.818 18.566
H -12.991 1.163 24.769
H -11.505 0.173 24.320
H -12.844 -0.410 25.441
H -16.147 -1.296 22.816
H -15.860 0.401 23.426
H -15.748 -1.028 24.538
H -13.441 -0.137 20.387
H -12.438 0.986 21.309
H -13.886 2.460 23.071
H -15.619 4.195 23.122
H -17.258 4.372 21.239
H -17.083 2.747 19.376
H -14.433 0.467 18.681
H -15.964 1.051 18.234
H -15.689 -1.525 16.797
H -15.752 -3.166 17.484
H -14.282 -2.211 17.770
H -17.860 -0.267 17.631
H -18.558 -0.132 19.205
H -18.664 -1.660 18.338
C -9.810 -2.448 29.436
C -9.656 -3.628 28.481
N -10.631 -3.685 27.370
C -10.241 -3.290 26.178
C -11.018 -3.250 25.075
C -10.343 -2.760 23.835
O -9.279 -2.213 23.879
O -10.912 -3.102 22.695
C -12.330 -3.792 25.107
O -13.085 -3.888 24.105
C -12.770 -4.178 26.429
C -14.094 -4.702 26.516
C -14.446 -5.187 27.729
F -15.745 -5.601 27.856
C -13.628 -5.145 28.867
C -12.337 -4.671 28.817
C -11.924 -4.125 27.564
N -14.179 -5.656 30.094
C -14.632 -7.048 30.120
C -14.370 -7.518 31.535
N -14.606 -6.331 32.439
C -15.714 -5.478 31.943
C -15.177 -4.772 30.689
H -9.238 -2.710 30.296
H -10.812 -2.345 29.795
H -9.482 -1.494 28.999
H -9.658 -4.583 28.974
H -8.710 -3.528 27.954
H -9.216 -2.891 26.060
H -14.759 -4.918 25.662
H -11.738 -4.591 29.730
H -14.018 -7.668 29.455
H -15.691 -7.128 29.892
H -13.287 -7.783 31.662
H -14.976 -8.340 31.850
H -13.771 -5.800 32.363
H -14.771 -6.639 33.388
H -15.918 -4.698 32.721
H -16.633 -6.056 31.820
H -14.772 -3.812 30.891
H -16.034 -4.581 30.026
O -14.567 -6.469 20.829
N -14.734 -5.724 21.651
O -13.786 -4.628 21.481

## Properties
Gap between HOMO and LUMO (eV): 6.627
HOMO (eV): -11.505
Charge: +2

These are the Mulliken partial charges, in e, on atoms 1 to 2:
1 Ti 0.5537
2 O -0.7842

***

[6]
A molecular structure, C18H16N4O7Rh. Source: the Open Molecules 2025 dataset; level of theory: the ωB97M-V functional and the def2-TZVPD basis.

Cartesian coordinates (Å):
Rh 1.088 0.383 -0.115
O 0.876 2.126 -1.316
C 1.882 2.065 -2.366
C 2.085 0.609 -2.730
N 2.455 -0.159 -1.514
C 3.812 0.286 -1.044
C 3.716 1.329 0.072
O 4.594 2.125 0.262
O 2.620 1.218 0.794
C 2.352 -1.649 -1.627
C 1.350 -2.173 -0.576
O 0.675 -3.144 -0.770
O 1.365 -1.454 0.548
H 0.836 3.019 -0.952
H 2.808 2.524 -2.016
H 1.527 2.619 -3.235
H 2.859 0.507 -3.496
H 1.161 0.202 -3.132
H 4.398 0.672 -1.878
H 4.343 -0.567 -0.628
H 3.309 -2.088 -1.355
H 2.112 -1.962 -2.641
O -4.441 0.281 4.283
N -4.483 -0.567 3.416
O -5.308 -1.447 3.338
C -3.458 -0.507 2.346
C -3.780 -1.122 1.191
C -2.892 -1.093 0.070
C -3.219 -1.667 -1.172
C -2.321 -1.560 -2.203
C -1.100 -0.923 -1.969
N -0.756 -0.399 -0.810
C -1.661 -0.457 0.201
C -1.331 0.194 1.442
N -0.129 0.812 1.477
C 0.269 1.424 2.572
C -0.536 1.461 3.713
C -1.765 0.852 3.702
C -2.208 0.194 2.532
H -4.728 -1.637 1.113
H -4.164 -2.179 -1.301
H -2.522 -1.976 -3.179
H -0.374 -0.879 -2.766
H 1.254 1.873 2.539
H -0.178 1.964 4.598
H -2.390 0.872 4.579

## Properties
Gap between HOMO and LUMO (eV): 8.599
HOMO (eV): -12.802
Charge: +1

These are the natural (NBO) partial charges, in e, on atoms 1 to 2:
1 Rh 1.1653
2 O -0.6908